# 1
The following is a DFT calculation (ωB97M-V with the def2-TZVPD basis set) of C12H11N3O3S2 in the gas phase.

Properties
Kohn-Sham gap (eV): 7.44
Calculated total energy (Ha): -1649.8424
Structure (SMILES): Nc1nnc(SCC(=O)OCC(=O)c2ccccc2)s1
Energy relative to the best compared isomer or geometry (same formula, charge and spin) (kcal per mole): 247.8

```
! wB97M-V def2-TZVPD RIJCOSX def2/J DEFGRID3
* xyz 0 1
N -0.5166 -2.3051 -3.6601
C -0.1695 -1.9235 -2.4123
N -0.7977 -2.2453 -1.2221
N -0.0761 -1.9118 -0.2917
C 0.9507 -1.3412 -0.7013
S 2.2592 -0.8148 0.5809
C 1.6113 -1.5576 2.0067
C -0.1611 -1.3365 2.2659
O -0.9087 -2.1111 2.7617
O -0.3565 0.0150 1.8585
C -1.6584 0.2241 2.1871
H -2.0650 0.0726 3.0948
C -1.9342 1.9231 1.4881
O -2.4695 2.5756 2.4094
C -1.2020 2.2306 0.4046
C -0.4589 3.5666 0.3658
C 0.1452 4.1464 -0.8082
C 0.3997 3.1907 -1.8225
C -0.2930 1.8897 -1.6185
C -0.7620 1.4027 -0.5908
H -1.3521 0.3583 -0.6767
H 0.1362 1.1274 -2.5445
H 0.9080 3.4660 -2.5341
H 0.6718 4.9959 -0.6753
H -1.0121 4.0622 1.3429
H -2.3786 -0.1966 1.4714
H 1.5436 -2.5739 1.9189
H 1.9222 -1.2717 3.1326
S 1.6010 -1.2870 -2.3001
H -0.1194 -1.8582 -4.5101
H -1.5907 -2.7365 -3.6680
*
```


# 2
The following is a DFT calculation (ωB97M-V with the def2-TZVPD basis set) of a molecular structure, C3H4HgO3.

Properties
Kohn-Sham gap (spin up / spin down) (eV): 6.54 / 6.54
Calculated total energy (Ha): -495.6322
Energy relative to the best compared isomer or geometry (same formula, charge and spin) (kcal per mole): 81.1

```
! wB97M-V def2-TZVPD RIJCOSX def2/J DEFGRID3
* xyz 0 1
O 0.8182 -1.1715 -0.2022
C 1.6342 -0.1467 -0.0495
O 1.0058 1.0110 -0.0273
Hg -0.6625 0.0618 -0.2244
O 2.8588 -0.2633 0.0922
C -2.7967 0.8451 -0.0361
C -3.4287 -0.2756 -0.4872
H -3.1410 1.1111 -1.1576
H -3.0273 1.1608 0.9876
H -3.9765 -0.4176 -1.4229
H -3.4480 -1.2029 0.0934
*
```


# 3
The following is a DFT calculation (ωB97M-V with the def2-TZVPD basis set) of 2 unconnected molecules or ions with the total composition Cl5NP2.

Properties
Kohn-Sham gap (eV): 8.70
Calculated total energy (Ha): -3038.4361
Structure (SMILES): ClP(Cl)Cl.N#P(Cl)Cl
Energy relative to the best compared isomer or geometry (same formula, charge and spin) (kcal per mole): 78.4

```
! wB97M-V def2-TZVPD RIJCOSX def2/J DEFGRID3
* xyz 0 1
N 1.9909 -1.4948 -1.7077
P 0.9117 -0.5100 -1.5101
P -0.5817 0.0165 1.0205
Cl -1.0509 -0.4569 -2.1359
Cl 0.8765 1.4308 -1.0837
Cl -1.8854 -1.1133 2.0497
Cl 0.9753 0.3057 2.2421
Cl -1.2365 1.8219 1.1252
*
```


# 4
The following is a DFT calculation (ωB97M-V with the def2-TZVPD basis set) of a gas-phase ion, C3H11NOP (charge +1).

Properties
Kohn-Sham gap (eV): 12.62
Calculated total energy (Ha): -592.0482
Structure (SMILES): COP(C)(C)=[NH2+]
Energy relative to the best compared isomer or geometry (same formula, charge and spin) (kcal per mole): 0.0

```
! wB97M-V def2-TZVPD RIJCOSX def2/J DEFGRID3
* xyz 1 1
C 2.1668 -0.2566 -0.0727
C -1.0856 -1.3769 0.9500
C -1.3530 1.7033 0.2603
N -0.5066 -0.3253 -1.7124
O 1.0198 0.5797 0.1735
P -0.4585 0.1829 -0.1437
H 2.6636 -0.4358 0.8805
H 2.8369 0.2914 -0.7345
H 1.8841 -1.2015 -0.5341
H -0.7509 -2.2805 0.4552
H -2.1633 -1.3377 1.0001
H -0.6470 -1.2720 1.9321
H -1.5035 1.7681 1.3359
H -2.3220 1.7097 -0.2358
H -0.7566 2.5578 -0.0660
H -1.3360 -0.8105 -2.0234
H -0.1751 0.3328 -2.4085
*
```